Below is a 2-piece molecular cluster, C49H64N4OP overall at a distorted geometry, with properties calculated with ωB97M-V with the def2-TZVPD basis set.

```
! RIJCOSX wB97M-V def2-TZVPD def2/J DEFGRID3
* xyz 1 1
C -0.96084 -4.12681 -0.54725
C -0.54980 -2.84390 0.16918
C 0.92687 -2.54598 -0.06600
C -0.88676 -2.95084 1.65925
C -0.41944 -4.03959 2.40593
C -0.87803 -4.22052 3.70869
C -1.83461 -3.36345 4.24797
C -2.31060 -2.27152 3.51425
C -3.50671 -1.49517 4.08229
C -3.31208 -1.05972 5.53664
C -4.77462 -2.34100 3.98022
C -1.75548 -2.02251 2.24345
N -2.35857 -1.00642 1.38338
P -1.92880 0.66210 1.15461
H -1.03796 0.69221 -0.17692
N -3.57419 0.98413 0.67226
C -4.35696 2.21838 0.73761
C -4.53180 2.95279 -0.44054
C -3.86559 2.48927 -1.73751
C -2.89149 3.53706 -2.24452
C -4.91703 2.19811 -2.80530
C -5.37495 4.06874 -0.45637
C -6.10489 4.38722 0.68517
C -6.04120 3.57274 1.81362
C -5.19066 2.46174 1.84686
C -5.32132 1.49613 3.03167
C -6.62254 0.70533 2.91128
C -5.28023 2.19557 4.39239
C -4.34210 -0.16836 0.63872
C -3.67332 -1.26511 1.02965
H -2.01769 -4.34492 -0.35752
H -0.80596 -4.04920 -1.62912
H -0.37421 -4.97252 -0.16786
H -1.13782 -2.01016 -0.22982
H 1.21479 -1.62003 0.44442
H 1.56395 -3.35417 0.31949
H 1.12663 -2.43393 -1.13949
H 0.28251 -4.74570 1.95516
H -0.49350 -5.04889 4.30678
H -2.22682 -3.54965 5.25041
H -3.63628 -0.58481 3.48540
H -2.32560 -0.60698 5.68692
H -4.07382 -0.31297 5.80047
H -3.42581 -1.91285 6.21969
H -5.00221 -2.61152 2.94254
H -4.63751 -3.27392 4.54684
H -5.64364 -1.81219 4.39522
H -3.32262 1.56515 -1.50734
H -2.22266 3.86772 -1.44401
H -2.28167 3.14161 -3.06419
H -3.42190 4.42692 -2.60870
H -5.66548 1.49155 -2.43154
H -5.43807 3.12543 -3.07469
H -4.45821 1.78063 -3.70851
H -5.45631 4.66896 -1.36544
H -6.74050 5.27378 0.68948
H -6.66744 3.79791 2.67937
H -4.47546 0.79946 2.99786
H -6.65849 0.12177 1.98390
H -6.75496 0.01635 3.75660
H -7.47307 1.40296 2.89996
H -4.45181 2.91101 4.44530
H -6.22423 2.72162 4.59101
H -5.13703 1.44858 5.18547
H -5.39456 -0.12043 0.38977
H -4.09196 -2.25601 1.14990
C 7.95295 -0.94083 -3.26931
N 6.65226 -1.09474 -2.65944
C 6.32617 -2.21215 -1.94001
O 7.05175 -3.18643 -1.77677
C 4.93619 -2.02142 -1.37100
C 4.90476 -2.00712 0.16085
C 5.20877 -3.37003 0.72759
C 6.23350 -3.53204 1.65728
C 6.59555 -4.80924 2.08864
C 5.89188 -5.93234 1.62510
C 4.82679 -5.76119 0.73440
C 4.47943 -4.48196 0.28168
N 4.55425 -0.72541 -1.93610
C 3.33033 -0.23205 -1.63946
C 2.88432 1.01645 -2.05145
C 1.67952 1.67975 -1.80992
C 1.52657 2.97705 -2.40237
C 0.33442 3.72194 -2.19771
C 0.09834 4.92718 -2.84457
C 1.07232 5.50084 -3.67063
C 0.88972 6.82241 -4.34621
C 2.27739 4.81444 -3.85403
C 2.50744 3.59813 -3.24517
C 5.62847 -0.06439 -2.70611
C 6.13695 1.21144 -2.02720
C 5.25587 0.22643 -4.16442
H 8.53707 -1.83681 -3.06045
H 7.86259 -0.82696 -4.35714
H 8.47433 -0.07276 -2.84521
H 4.27179 -2.80941 -1.77775
H 5.64598 -1.27027 0.51957
H 3.91337 -1.67528 0.51362
H 6.76902 -2.64601 2.00929
H 7.43345 -4.93024 2.77034
H 6.18407 -6.93051 1.95015
H 4.26736 -6.62397 0.37236
H 3.66159 -4.34865 -0.43108
H 2.68655 -0.88385 -1.03690
H 3.61373 1.55609 -2.64222
H 0.89857 1.25384 -1.19146
H -0.39978 3.29289 -1.51462
H -0.85398 5.44585 -2.70282
H 1.82324 7.09457 -4.85650
H 0.08465 6.80348 -5.09717
H 0.65358 7.63110 -3.63733
H 3.04322 5.26210 -4.48436
H 3.47534 3.13584 -3.45456
H 6.51854 0.95689 -1.02911
H 6.95468 1.62634 -2.62984
H 5.33476 1.94979 -1.93950
H 5.08551 -0.71882 -4.69526
H 4.36089 0.84990 -4.22945
H 6.08915 0.74896 -4.65066
*
```

Results
Strongest force on any atom = 2.81 eV/A
LUMO level = -4.57 eV
HOMO level = -0.327 Ha

Results of the Löwdin charge analysis, in e, for atoms 1 through 99: number 1, C, carries -0.058; number 2, C, carries -0.378; number 3, C, carries -0.081; number 4, C, carries -0.141; number 5, C, carries -0.032; number 6, C, carries -0.057; number 7, C, carries -0.029; number 8, C, carries -0.121; number 9, C, carries -0.373; number 10, C, carries -0.057; number 11, C, carries -0.049; number 12, C, carries -0.151; number 13, N, carries -0.283; number 14, P, carries 0.975; number 15, H, carries -0.097; number 16, N, carries -0.275; number 17, C, carries -0.150; number 18, C, carries -0.143; number 19, C, carries -0.379; number 20, C, carries -0.090; number 21, C, carries -0.058; number 22, C, carries -0.031; number 23, C, carries -0.057; number 24, C, carries -0.030; number 25, C, carries -0.123; number 26, C, carries -0.374; number 27, C, carries -0.049; number 28, C, carries -0.057; number 29, C, carries -0.163; number 30, C, carries -0.162; number 31, H, carries 0.089; number 32, H, carries 0.083; number 33, H, carries 0.077; number 34, H, carries 0.109; number 35, H, carries 0.075; number 36, H, carries 0.072; number 37, H, carries 0.078; number 38, H, carries 0.113; number 39, H, carries 0.110; number 40, H, carries 0.117; number 41, H, carries 0.087; number 42, H, carries 0.091; number 43, H, carries 0.063; number 44, H, carries 0.080; number 45, H, carries 0.068; number 46, H, carries 0.088; number 47, H, carries 0.074; number 48, H, carries 0.112; number 49, H, carries 0.065; number 50, H, carries 0.086; number 51, H, carries 0.088; number 52, H, carries 0.086; number 53, H, carries 0.078; number 54, H, carries 0.084; number 55, H, carries 0.114; number 56, H, carries 0.110; number 57, H, carries 0.116; number 58, H, carries 0.086; number 59, H, carries 0.068; number 60, H, carries 0.074; number 61, H, carries 0.089; number 62, H, carries 0.091; number 63, H, carries 0.080; number 64, H, carries 0.063; number 65, H, carries 0.122; number 66, H, carries 0.121; number 67, C, carries 0.001; number 68, N, carries -0.035; number 69, C, carries -0.370; number 70, O, carries 0.106; number 71, C, carries -0.157; number 72, C, carries -0.077; number 73, C, carries -0.237; number 74, C, carries -0.037; number 75, C, carries -0.063; number 76, C, carries -0.072; number 77, C, carries -0.067; number 78, C, carries -0.045; number 79, N, carries 0.058; number 80, C, carries 0.033; number 81, C, carries -0.059; number 82, C, carries 0.071; number 83, C, carries -0.191; number 84, C, carries -0.009; number 85, C, carries -0.014; number 86, C, carries -0.241; number 87, C, carries -0.036; number 88, C, carries -0.024; number 89, C, carries 0.001; number 90, C, carries -0.464; number 91, C, carries 0.018; number 92, C, carries 0.017; number 93, H, carries 0.101; number 94, H, carries 0.099; number 95, H, carries 0.098; number 96, H, carries 0.168; number 97, H, carries 0.135; number 98, H, carries 0.115; number 99, H, carries 0.116